1.
Formula: C56H71Br2IN14O4
Source: the OMol25 dataset
Level of theory: ωB97M-V with the def2-TZVPD basis set

Each line ends with the Mulliken charge.
Atoms and positions in Å:
1 C 0.45078 3.33333 4.62308  -0.82
2 C -0.75495 3.64217 5.49626  0.70
3 O -0.72636 3.44620 6.68063  -0.67
4 O -1.83262 4.18880 4.86604  -0.41
5 C -2.86825 3.20695 4.55809  -0.74
6 C -2.57299 2.52387 3.21199  0.48
7 C -3.85192 2.05178 2.49474  -1.20
8 C -3.55548 1.16681 1.25530  -0.45
9 C -2.98930 2.09613 0.15726  0.50
10 C -2.41632 1.37306 -1.10059  -1.12
11 C -0.88266 1.33211 -0.99036  1.00
12 C -0.09178 2.50005 -1.20106  0.11
13 C -0.66329 3.86024 -1.60979  -1.90
14 C -1.22793 4.76944 -0.46840  0.13
15 C -2.70887 5.09811 -0.80933  -0.86
16 I -0.23782 6.70849 -0.43714  0.06
17 C 1.30602 2.39866 -1.03755  0.31
18 N 2.20173 3.48557 -1.17557  -0.72
19 C 2.44849 4.11907 -0.09091  1.19
20 C 2.20188 3.54573 1.30327  -1.03
21 C 3.07172 5.51289 -0.08915  -1.38
22 C 1.89968 1.15986 -0.72524  -0.70
23 C 1.11663 0.05013 -0.56047  1.06
24 C -0.28815 0.09860 -0.66364  -1.01
25 C -1.02223 -1.17931 -0.42380  0.22
26 O -2.12971 -1.28723 0.05240  -0.57
27 C -0.28836 -2.46728 -0.77482  -0.49
28 C -1.06287 -3.67028 -1.16914  1.28
29 C -2.07601 -4.21397 -0.34524  0.01
30 C -2.72616 -5.33658 -0.82230  -0.78
31 N -2.51588 -6.01829 -1.94247  -0.36
32 C -1.55566 -5.51319 -2.72731  -0.81
33 C -0.85925 -4.35932 -2.36498  -0.23
34 C 1.05202 -2.49753 -0.71873  1.51
35 C 1.90094 -3.65523 -1.07968  -0.99
36 Br 3.01350 -3.32244 -2.62260  -0.09
37 C 1.94769 -4.83999 -0.47300  0.88
38 C 1.09431 -5.17240 0.72283  -1.45
39 Br 3.09439 -6.21548 -1.13428  -0.18
40 C 1.78993 -1.25364 -0.26059  -0.75
41 O 2.85688 -1.37039 0.28836  -0.61
42 H 0.81468 4.28030 4.20106  0.26
43 H 0.15753 2.67675 3.80044  0.20
44 H 1.25837 2.90848 5.21940  0.42
45 H -3.79122 3.78603 4.49730  0.35
46 H -2.88674 2.46276 5.36255  0.28
47 H -1.82948 1.72364 3.31678  0.27
48 H -2.14082 3.31808 2.58450  -0.07
49 H -4.41349 2.94125 2.16723  0.41
50 H -4.50929 1.51221 3.19455  0.44
51 H -4.52392 0.79792 0.89741  0.32
52 H -2.88447 0.35589 1.53992  0.17
53 H -3.79196 2.79092 -0.09713  0.72
54 H -2.14823 2.62223 0.61695  -1.07
55 H -2.83594 0.38514 -1.26726  0.78
56 H -2.61688 2.03083 -1.95828  0.07
57 H 0.15642 4.41580 -2.07857  0.80
58 H -1.42817 3.74680 -2.38556  0.76
59 H -1.12418 4.34163 0.52729  0.01
60 H -3.18259 4.27268 -1.34348  -0.36
61 H -3.28477 5.42378 0.06096  0.25
62 H -2.68062 5.92311 -1.53328  0.57
63 H 2.51480 4.22836 2.09722  0.44
64 H 2.84768 2.65875 1.38022  0.39
65 H 1.16861 3.21927 1.46421  0.03
66 H 2.46426 6.06586 0.61262  0.48
67 H 4.05956 5.42080 0.37755  0.13
68 H 3.09953 5.93907 -1.08262  0.29
69 H 2.98229 1.11157 -0.64037  0.62
70 H -2.32931 -3.74547 0.60028  0.45
71 H -3.53014 -5.71782 -0.18429  0.37
72 H -1.32067 -5.98500 -3.67133  0.51
73 H -0.08205 -4.00194 -3.04084  0.37
74 H 1.74926 -5.57915 1.50339  0.50
75 H 0.51561 -4.32962 1.09497  0.28
76 H 0.43494 -6.00111 0.42778  0.34
77 C -4.77413 -2.86391 -1.88764  0.03
78 C -5.63101 -1.71264 -2.12949  0.11
79 N -6.30856 -0.80607 -2.32404  -0.50
80 H -5.34802 -3.71943 -1.53975  0.21
81 H -4.25159 -3.16934 -2.79496  0.34
82 H -4.01901 -2.64655 -1.13338  -0.20
83 C -4.52962 5.72326 -4.36634  -0.95
84 C -4.69336 4.41365 -3.75278  0.48
85 N -4.81702 3.38314 -3.26278  -0.37
86 H -3.54689 6.13997 -4.14702  0.26
87 H -4.63136 5.66563 -5.44927  0.33
88 H -5.27712 6.42555 -3.99957  0.28
89 C -2.55984 -8.93780 -4.42076  -0.68
90 C -1.68703 -8.28752 -5.38796  0.44
91 N -0.99256 -7.77616 -6.14517  -0.41
92 H -3.37652 -9.46111 -4.91681  0.30
93 H -2.01180 -9.66694 -3.82533  0.20
94 H -2.99680 -8.21070 -3.73364  0.19
95 C -3.70604 -0.50532 6.54284  -0.84
96 C -4.45700 -0.42957 5.29763  0.49
97 N -5.04935 -0.36867 4.31618  -0.43
98 H -2.75556 0.02221 6.46341  0.21
99 H -4.26375 -0.06040 7.36591  0.29
100 H -3.48975 -1.53906 6.80913  0.32
101 C 2.89887 -6.52989 -5.72555  -0.83
102 C 1.73744 -6.34872 -4.87293  0.24
103 N 0.81845 -6.21190 -4.20030  -0.18
104 H 2.71243 -6.16837 -6.73537  0.36
105 H 3.76123 -5.98880 -5.33308  0.32
106 H 3.17259 -7.57727 -5.80058  0.00
107 C 5.75445 -9.49056 -6.79857  -0.83
108 C 4.50066 -9.09241 -7.42210  0.44
109 N 3.50896 -8.77992 -7.90902  -0.40
110 H 5.77536 -9.21418 -5.74447  0.29
111 H 5.89903 -10.56815 -6.86045  0.29
112 H 6.60429 -9.01282 -7.28435  0.28
113 C 5.15265 9.81849 0.50216  -0.97
114 C 4.31188 8.64888 0.30522  0.30
115 N 3.65407 7.71733 0.16436  -0.22
116 H 4.81199 10.40965 1.35156  0.28
117 H 6.18635 9.52924 0.69000  0.28
118 H 5.14245 10.46260 -0.37622  0.28
119 C -7.45376 -5.22968 -4.41714  -0.89
120 C -6.80709 -5.52445 -3.14743  0.47
121 N -6.29743 -5.75169 -2.14465  -0.43
122 H -7.61976 -6.13843 -4.99426  0.32
123 H -8.42040 -4.75191 -4.26373  0.29
124 H -6.84472 -4.55870 -5.02185  0.27
125 C 1.81204 -10.01071 -1.31509  -0.52
126 C 3.16648 -10.30544 -1.76015  0.34
127 N 4.23429 -10.53679 -2.11182  -0.41
128 H 1.73325 -10.05432 -0.22946  0.26
129 H 1.49906 -9.01323 -1.62472  0.06
130 H 1.09532 -10.72243 -1.72334  0.29
131 C 1.14822 5.57039 7.99595  -0.49
132 C 2.07975 6.32082 7.16534  0.37
133 N 2.81147 6.91312 6.50774  -0.40
134 H 0.42015 5.03357 7.38782  -0.01
135 H 1.67094 4.83719 8.60867  0.26
136 H 0.59896 6.23141 8.66506  0.31
137 C 7.52470 4.74012 2.22402  -0.50
138 C 7.06973 5.57153 1.11961  0.41
139 N 6.70958 6.21765 0.24078  -0.43
140 H 6.96883 3.80345 2.26599  0.26
141 H 8.58002 4.49060 2.12032  0.31
142 H 7.39205 5.23633 3.18940  0.07
143 C 6.29982 6.77969 6.91459  -0.81
144 C 7.05468 6.00032 5.94772  0.35
145 N 7.63571 5.36769 5.18626  -0.44
146 H 6.94983 7.19797 7.68262  0.31
147 H 5.77826 7.60715 6.43612  0.27
148 H 5.55017 6.16805 7.41327  0.21

E_LUMO	-0.84	eV
energy	-236455.3492	eV


2.
Formula: C56H75ClF10O33
Source: the OMol25 dataset
Level of theory: ωB97M-V with the def2-TZVPD basis set

Each line ends with the Mulliken charge.
Atoms and positions in Å:
1 C 8.05398 -1.97037 -0.15937  -0.31
2 O 7.23210 -1.24459 -1.08888  -0.30
3 C 7.30473 0.16095 -0.80852  -0.63
4 C 6.23542 0.59282 0.29351  0.25
5 C 6.72660 1.84608 1.13353  -0.72
6 C 5.52228 2.51680 1.94988  -0.48
7 C 4.70859 3.52876 1.03391  -0.32
8 C 3.37117 2.81257 0.58711  -0.43
9 C 2.27610 3.82647 0.02666  -0.89
10 C 0.86788 3.11732 0.07536  0.02
11 C 0.89286 1.60380 -0.41898  -1.15
12 C -0.57662 1.07124 -0.62742  0.54
13 C -1.00962 0.79836 -2.13299  1.21
14 C -1.18590 -0.77910 -2.27612  -1.24
15 O -2.57361 -1.03212 -2.01426  -0.36
16 C -2.80250 -2.28258 -1.37357  -0.42
17 C -2.88226 -2.19855 0.20274  -0.83
18 C -3.27793 -0.79528 0.74717  0.56
19 C -2.63076 -0.37104 2.00280  -0.50
20 C -2.90435 0.91496 2.62882  -0.92
21 C -3.86204 1.82766 2.00324  0.69
22 C -4.11838 3.22345 2.65427  -0.85
23 C -4.53023 1.40774 0.76055  -0.35
24 C -4.24676 0.11148 0.14576  -0.34
25 O -0.06868 1.19256 -3.12755  -0.64
26 C -0.12509 2.59119 -3.40184  1.16
27 C -1.45753 3.08069 -4.10326  -0.78
28 C -1.97779 4.35332 -3.25786  0.10
29 C -2.70248 3.88767 -1.93946  -0.24
30 Cl -3.04817 5.48428 -4.21532  -0.23
31 H 7.61923 -1.84431 0.87403  0.25
32 H 8.08821 -3.07146 -0.42626  -0.05
33 H 9.11325 -1.59021 -0.19025  0.26
34 H 7.06157 0.70014 -1.75842  0.31
35 H 8.32170 0.43857 -0.41752  0.34
36 H 5.26462 0.78861 -0.22574  -0.34
37 H 6.06058 -0.30438 0.95354  0.20
38 H 7.49055 1.43311 1.85286  0.32
39 H 7.18622 2.63682 0.48023  0.32
40 H 5.91677 2.98932 2.91165  0.10
41 H 4.85421 1.67302 2.27013  0.41
42 H 4.41416 4.43949 1.63040  0.24
43 H 5.31268 3.83238 0.14121  0.32
44 H 3.56217 2.06964 -0.23200  0.00
45 H 2.94398 2.26948 1.47762  0.32
46 H 2.55238 4.08563 -1.03623  0.14
47 H 2.30625 4.74110 0.68679  0.40
48 H 0.52643 3.10566 1.15314  0.49
49 H 0.12362 3.74759 -0.47644  -0.03
50 H 1.59328 1.42773 -1.27102  0.38
51 H 1.31819 1.02894 0.45425  0.61
52 H -0.67376 0.11334 -0.05466  0.20
53 H -1.31739 1.80037 -0.19232  -0.53
54 H -2.04149 1.21594 -2.26785  -0.43
55 H -0.49589 -1.34404 -1.59268  0.56
56 H -0.98866 -1.09011 -3.34324  0.14
57 H -1.95365 -2.97936 -1.62560  0.26
58 H -3.73256 -2.79814 -1.74330  0.37
59 H -1.87631 -2.49223 0.61628  0.09
60 H -3.63093 -2.94304 0.58669  0.51
61 H -1.89096 -1.04296 2.51024  0.26
62 H -2.39696 1.20780 3.57367  0.29
63 H -5.09237 3.30103 3.19758  0.33
64 H -3.24058 3.45015 3.32136  0.29
65 H -4.10058 3.98889 1.80518  -0.06
66 H -5.26055 2.13746 0.32675  0.70
67 H -4.76268 -0.20420 -0.78713  0.29
68 H 0.71207 2.79800 -4.12917  -0.43
69 H 0.10090 3.20960 -2.49484  -0.43
70 H -1.26492 3.43443 -5.15089  0.40
71 H -2.28606 2.32494 -4.06434  0.43
72 H -1.06386 4.93188 -2.95151  0.40
73 H -3.45757 3.08105 -2.13746  0.11
74 H -3.20972 4.77734 -1.48286  0.37
75 H -1.92167 3.55725 -1.20771  -0.44
76 C -1.60044 -6.80953 -2.05303  -0.24
77 C -0.43485 -7.46518 -1.37998  0.80
78 O 0.48180 -6.40094 -1.21466  -0.33
79 C -0.27989 -5.27462 -1.10032  0.63
80 O 0.12264 -4.23354 -0.68749  -0.49
81 O -1.55938 -5.49070 -1.50986  -0.29
82 F 0.13089 -8.40406 -2.18708  -0.38
83 H -1.48769 -6.75923 -3.13798  0.04
84 H -2.54533 -7.30018 -1.82236  0.41
85 H -0.66384 -7.90338 -0.40888  -0.15
86 C -5.02063 8.80373 1.97014  -0.52
87 C -5.47174 7.72472 2.90817  0.42
88 O -5.11580 6.53674 2.22567  -0.24
89 C -4.02861 6.86103 1.46652  0.58
90 O -3.29522 6.06731 0.96779  -0.45
91 O -3.88124 8.20898 1.35498  -0.35
92 F -6.81758 7.74614 3.06570  -0.30
93 H -5.76735 9.03517 1.20703  0.27
94 H -4.75252 9.72320 2.48875  0.28
95 H -4.98583 7.74563 3.88650  0.29
96 C 1.91183 4.30765 -6.64980  -0.37
97 C 1.29165 5.58327 -6.15868  0.32
98 O 2.40803 6.42950 -5.97119  -0.29
99 C 3.34588 6.01331 -6.87318  0.57
100 O 4.29809 6.64652 -7.18771  -0.49
101 O 3.04475 4.78162 -7.37184  -0.34
102 F 0.67738 5.40214 -4.96300  -0.26
103 H 2.24498 3.66212 -5.83348  0.25
104 H 1.24374 3.73955 -7.29627  0.34
105 H 0.59531 6.04515 -6.86297  0.24
106 C -7.01541 6.86276 7.79630  -0.44
107 C -5.61435 7.09499 7.31212  0.33
108 O -5.75324 8.21330 6.45612  -0.25
109 C -6.81482 8.92381 6.94622  0.63
110 O -7.05843 10.04636 6.65134  -0.50
111 O -7.55008 8.18327 7.81876  -0.31
112 F -5.16768 6.04340 6.58239  -0.27
113 H -7.59923 6.24579 7.10928  0.29
114 H -7.04550 6.41026 8.78662  0.28
115 H -4.89631 7.32575 8.10288  0.24
116 C 7.29617 -5.03921 -2.81703  -0.40
117 C 8.54870 -5.56351 -2.18380  0.36
118 O 8.48726 -6.95014 -2.45187  -0.31
119 C 7.78758 -7.07131 -3.61944  0.59
120 O 7.76518 -8.05254 -4.28640  -0.49
121 O 7.12628 -5.92110 -3.92446  -0.33
122 F 8.52987 -5.37813 -0.83971  -0.30
123 H 6.42906 -5.11236 -2.15650  0.28
124 H 7.40044 -4.00625 -3.14764  0.31
125 H 9.47083 -5.14981 -2.59944  0.28
126 C 1.82584 -9.08136 2.21691  -0.48
127 C 0.96863 -10.00580 3.02578  0.34
128 O -0.23968 -9.28607 3.16920  -0.26
129 C -0.33153 -8.49721 2.05882  0.57
130 O -1.33338 -7.95890 1.70585  -0.52
131 O 0.86252 -8.41195 1.40456  -0.30
132 F 1.49961 -10.20619 4.25616  -0.31
133 H 2.35259 -8.34944 2.83331  0.29
134 H 2.55383 -9.61315 1.60604  0.31
135 H 0.76773 -10.96765 2.54761  0.31
136 C 6.32182 7.05342 4.21066  -0.46
137 C 5.95997 5.91366 5.11648  0.30
138 O 6.33170 4.77218 4.36380  -0.30
139 C 7.36834 5.18388 3.57272  0.67
140 O 8.10981 4.44659 3.00674  -0.49
141 O 7.45317 6.53975 3.51832  -0.32
142 F 4.62317 5.87063 5.33577  -0.28
143 H 5.53055 7.28637 3.49417  0.29
144 H 6.57636 7.95931 4.75947  0.28
145 H 6.49056 5.91135 6.07186  0.27
146 C -2.46403 -10.40905 6.48752  -0.45
147 C -0.99668 -10.68759 6.36078  0.73
148 O -0.95665 -12.03691 5.94243  -0.30
149 C -2.11291 -12.23893 5.24292  0.68
150 O -2.30466 -13.16183 4.52117  -0.51
151 O -3.01484 -11.24309 5.47074  -0.32
152 F -0.37638 -10.58953 7.56304  -0.32
153 H -2.86476 -10.70536 7.45978  0.28
154 H -2.70774 -9.36192 6.31249  0.30
155 H -0.48424 -10.06202 5.62872  -0.06
156 C -6.12284 4.39486 -2.75161  0.03
157 C -6.97885 3.49956 -1.90333  0.47
158 O -8.18954 4.22121 -1.79849  -0.31
159 C -8.28082 4.96242 -2.94280  0.52
160 O -9.27725 5.48197 -3.32458  -0.51
161 O -7.08678 5.02323 -3.59314  -0.35
162 F -6.45288 3.34976 -0.65973  -0.42
163 H -5.60130 5.15498 -2.16519  0.11
164 H -5.39072 3.84197 -3.33815  0.08
165 H -7.17429 2.51712 -2.34035  0.24
166 C -2.20619 -9.39404 -6.97281  -0.43
167 C -0.77406 -9.01450 -6.73466  0.32
168 O -0.86324 -7.64696 -6.38190  -0.28
169 C -2.08536 -7.49254 -5.79851  0.73
170 O -2.39993 -6.55077 -5.14372  -0.56
171 O -2.89770 -8.55355 -6.05193  -0.31
172 F -0.04302 -9.12426 -7.86905  -0.28
173 H -2.53616 -9.16828 -7.98934  0.29
174 H -2.39979 -10.44579 -6.76633  0.27
175 H -0.28798 -9.57000 -5.92877  0.26

E_LUMO	0.21	eV
energy above the lowest of the compared OMol25 structures with the same formula, charge and spin	3.0767	eV
SMILES string	COCCCCCCCCCC[C@H](COCCc1ccc(C)cc1)OCC[C@H](C)Cl.O=C1OC[C@@H](F)O1.O=C1OC[C@@H](F)O1.O=C1OC[C@@H](F)O1.O=C1OC[C@@H](F)O1.O=C1OC[C@@H](F)O1.O=C1OC[C@@H](F)O1.O=C1OC[C@@H](F)O1.O=C1OC[C@@H](F)O1.O=C1OC[C@@H](F)O1.O=C1OC[C@@H](F)O1
energy	-166550.3545	eV


Let's list orbital gap in order: 0.2830, 0.3065 Ha.